(1)
16
Properties=species:S:1:pos:R:3:forces:R:3:mulliken_charge:R:1 method="wB97M-V/def2-TZVPD" charge=0
C 2.300931 1.073623 -0.274254 0.40 -0.27 0.25 -0.899
C 1.488915 -0.194809 -0.116692 -0.74 -0.67 0.89 0.198
S 2.069444 -1.746257 0.179235 -0.44 1.58 -0.43 -0.300
N 0.138546 0.058710 -0.224756 -0.17 -0.21 -0.20 -0.115
C -0.797259 0.924737 0.523563 1.38 -0.03 0.21 -0.470
C -0.985436 -0.569844 0.410021 0.01 0.18 -0.63 0.197
C -2.079203 -1.242982 -0.391974 -0.68 1.52 0.11 -1.402
H 2.297367 1.667743 0.692633 0.20 -0.81 -1.03 0.238
H 3.337596 0.793196 -0.605587 -1.03 0.61 0.45 0.310
H 1.757031 1.673616 -1.017855 0.52 0.02 0.09 0.304
H -0.375053 1.297663 1.492362 -0.68 -0.17 -0.97 0.258
H -1.340338 1.625600 -0.123500 0.02 -0.33 0.55 0.241
H -0.685454 -1.141001 1.256472 0.13 -0.30 0.85 0.461
H -2.448654 -0.611203 -1.216266 0.21 -0.05 0.32 0.323
H -1.734755 -2.137464 -0.832913 0.51 -1.13 -0.35 0.310
H -2.943682 -1.471323 0.249517 0.34 0.07 -0.10 0.346

=====

(2)
102
Properties=species:S:1:pos:R:3:forces:R:3:mulliken_charge:R:1 method="wB97M-V/def2-TZVPD" charge=+1
C 3.626486 -2.055822 1.381984 -3.44 -1.17 -0.37 -2.622
C 2.321578 -2.715803 1.285137 -2.04 0.39 3.31 0.196
C 1.217278 -1.958154 0.579019 -4.23 -2.20 -0.90 0.108
C 0.800009 -0.586526 1.099336 2.22 0.21 0.66 -0.157
N -0.461271 0.060449 0.374817 3.10 -0.20 -1.30 0.988
C -0.495395 1.473020 0.650777 -4.12 1.27 0.29 0.218
C -0.960084 1.592919 2.066641 -2.82 -2.01 -1.57 -1.394
C -1.837148 0.338669 2.357074 -1.30 -0.35 0.79 -0.149
C -1.746024 -0.440115 0.974069 -0.46 0.85 2.01 -0.531
C -0.339709 0.017871 -1.186712 -5.17 -2.63 0.93 -1.712
C 0.814626 0.553608 -1.869481 4.53 1.50 -0.65 2.885
C 0.789960 0.455474 -3.458099 3.23 2.92 2.94 -2.603
H 4.324968 -2.616867 1.768346 3.59 -3.10 2.31 0.654
H 3.583472 -1.186923 1.837006 -0.47 4.14 3.30 0.689
H 3.956007 -1.719808 0.534345 2.01 1.23 -5.73 0.681
H 1.974944 -2.806657 2.361914 0.15 0.10 -0.96 -0.249
H 2.403793 -3.743321 1.042125 -0.10 -0.87 -1.17 0.629
H 0.179217 -2.679869 0.519172 2.70 1.68 0.35 -0.040
H 1.428019 -1.816064 -0.457934 0.48 -0.13 -0.90 0.006
H 1.827697 -0.020615 0.972821 -2.60 0.17 -0.07 -0.073
H 0.613485 -0.606066 2.195920 -0.24 0.08 -0.79 0.369
H -1.311866 1.943689 0.049643 0.84 -0.55 -0.27 0.420
H 0.349296 2.067730 0.609073 2.22 0.30 -0.95 -0.533
H -1.466189 2.507039 2.074410 -0.50 1.32 1.18 -0.027
H -0.053796 1.508873 2.439102 3.73 0.38 3.79 1.438
H -2.965576 0.747269 2.438974 2.59 -1.41 0.28 -0.072
H -1.502176 -0.381485 3.293301 -0.92 2.20 -2.33 0.199
H -2.602534 -0.021892 0.470415 0.10 -0.09 -1.09 0.452
H -1.891235 -1.503821 1.139594 0.68 -0.13 -0.59 0.297
H -1.399269 0.459275 -1.514764 2.41 -0.53 0.49 0.233
H -0.524825 -1.047755 -1.266351 0.42 -0.39 -1.09 0.555
H 1.833039 0.032770 -1.561181 -2.20 1.14 -0.06 -0.227
H 0.865764 1.626852 -1.565683 0.39 -0.70 -0.31 -1.153
H 0.835097 -0.493457 -3.627691 0.51 -6.40 -0.87 0.858
H 1.692087 0.742124 -4.112284 -1.69 0.90 1.30 0.133
H -0.179457 0.564394 -3.666496 -3.63 1.94 -2.09 0.918
O 1.046056 -2.691976 4.622384 -6.46 1.11 -1.95 -0.641
H 0.327754 -3.357344 4.253203 1.49 2.47 0.88 0.309
H 1.676134 -3.285672 4.776788 4.66 -3.74 1.04 0.357
O 3.025123 -4.614417 4.008200 -1.28 3.75 -3.54 -0.539
H 2.757130 -5.356718 3.538437 -0.63 -2.15 -1.13 0.276
H 3.346288 -4.846006 4.795250 2.12 -1.80 4.79 0.246
O -5.262717 1.360982 1.483027 2.15 2.07 -5.43 -0.474
H -5.900837 0.754200 1.245431 -2.42 -1.92 -2.09 0.227
H -5.354494 1.207068 2.331707 0.21 -0.20 7.54 0.240
O -3.006923 4.295035 -0.450109 5.12 -0.42 2.31 -0.573
H -3.775537 4.328314 -0.885167 -4.78 0.28 -2.05 0.255
H -3.148517 4.264380 0.511966 -0.51 -0.03 -0.42 0.331
O -3.654671 4.044079 2.374136 -8.58 -2.25 -0.05 -0.613
H -2.884593 4.170433 2.700112 9.63 2.10 2.48 0.234
H -3.930815 3.799175 3.329936 -0.93 0.24 -2.37 0.302
O -2.748891 -1.259181 -3.628094 7.90 6.04 12.30 -0.467
H -3.423645 -0.864572 -3.028024 0.92 -0.46 0.00 0.295
H -3.208164 -1.536899 -4.214000 -8.85 -5.74 -12.23 0.139
O -3.259925 -3.745883 1.553143 -0.05 0.83 0.50 -0.607
H -4.081365 -4.188220 1.692039 -1.38 -0.13 0.57 0.251
H -2.894691 -4.349356 0.936507 1.27 -0.73 -1.21 0.301
O -0.731137 3.969852 -2.317708 -1.32 -0.88 -1.75 -0.581
H -0.836218 3.733931 -3.292230 0.40 0.49 1.87 0.334
H -1.668084 3.888381 -1.987256 1.25 0.35 0.19 0.291
O -4.971797 -0.700993 -1.370945 0.95 -4.81 2.70 -0.582
H -5.154533 0.161993 -1.547196 -1.03 3.93 -0.14 0.303
H -5.058673 -0.915856 -0.374545 0.21 1.01 -2.67 0.246
O 2.835743 -1.086246 -6.922857 -1.46 2.16 0.68 -0.643
H 3.679720 -1.323117 -6.498631 -0.75 0.80 0.15 0.298
H 2.377409 -0.217412 -6.540922 2.18 -2.93 -0.83 0.339
O -0.356908 -3.217053 -3.969743 -2.89 -0.67 -0.26 -0.621
H -0.725118 -4.112803 -4.182842 0.92 0.77 0.09 0.336
H -1.247176 -2.764727 -3.870269 1.61 0.05 0.13 0.253
O 1.967291 3.983756 -0.749830 -0.17 -1.62 0.74 -0.616
H 1.198860 3.780307 -1.312423 0.18 1.29 -0.26 0.177
H 2.403725 4.827458 -0.732444 -0.54 0.79 -0.71 0.255
O 1.178601 4.186169 2.210831 1.85 -0.32 0.77 -0.747
H 2.098809 4.140005 2.796998 -3.39 -0.17 -3.40 0.357
H 1.153822 3.965924 1.205506 1.47 0.54 2.69 0.363
O 3.344452 1.859818 0.106776 -0.15 2.65 -3.25 -0.614
H 2.927663 2.759107 -0.394255 1.06 -3.03 2.09 0.352
H 4.012632 1.628288 -0.598982 -0.82 0.00 1.36 0.293
O 4.239778 1.397741 -4.968707 -0.34 -2.20 -0.36 -0.567
H 4.479174 2.190545 -4.589057 1.63 2.51 2.07 0.288
H 3.669911 1.779237 -5.620096 -1.06 -0.58 -1.40 0.314
O -4.547549 0.139078 4.765217 1.84 8.29 4.97 -0.556
H -4.715309 -0.558381 4.317007 -1.31 -7.77 -4.01 0.244
H -4.037296 0.028111 5.590645 -0.55 -0.52 -1.04 0.302
O 2.414774 -0.386307 4.672285 -0.77 4.97 -0.34 -0.490
H 3.253724 -0.635151 4.907619 4.30 0.69 1.21 0.306
H 2.200272 -1.240905 4.600514 -3.51 -5.18 -0.98 0.175
O 2.011436 1.817693 -6.511352 -0.72 -0.42 4.93 -0.584
H 1.708730 2.570868 -5.946924 0.19 -0.92 -1.00 0.309
H 2.090019 2.095782 -7.359415 0.25 1.51 -4.16 0.234
O -1.388706 4.379793 3.961196 3.96 -1.54 0.13 -0.735
H -0.541543 4.300595 3.324904 -2.39 0.44 1.66 0.330
H -0.986924 3.923512 4.787184 -1.26 1.15 -1.89 0.344
O -1.527850 -3.619354 3.732209 0.87 -1.11 3.83 -0.585
H -2.105061 -4.176435 4.313749 1.57 0.49 0.82 0.315
H -2.174577 -3.697072 3.109819 -2.29 0.61 -4.55 0.267
O 3.243346 -1.656498 -3.010614 0.45 5.76 -0.27 -0.463
H 3.204401 -0.562122 -3.071225 -1.15 -3.79 0.49 0.226
H 4.145957 -1.512833 -3.308741 0.91 -1.65 -0.25 0.259
O 2.138414 -4.212380 -3.104592 -2.05 0.67 -0.55 -0.661
H 1.227579 -4.063982 -3.488327 1.24 -1.01 0.39 0.486
H 2.225253 -3.266744 -2.935540 1.08 0.09 0.31 0.220

=====

| no. | largest force on an atom (Eh/bohr) | HOMO-LUMO gap (eV) | HOMO energy (eV) |
| --- | --- | --- | --- |
| 1 | 0.0330 | 8.84 | -8.35 |
| 2 | 0.3141 | 9.29 | -11.78 |